*P*
The following is a quantum chemistry calculation of a single C2H6N2O molecule, from the Open Molecules 2025 dataset.

Geometry as ORCA input:
```
! RIJCOSX wB97M-V def2-TZVPD def2/J DEFGRID3
* xyz 0 1
C -0.45711 -0.51884 0.59765
C -0.55363 -0.12744 -0.94309
H 0.94675 1.59581 2.35745
H 1.23722 1.45810 0.49807
H -0.95021 -1.37252 0.64028
H -1.26579 0.85652 -1.24988
H 0.47551 0.28605 -1.11823
H -0.14296 -1.86342 -1.83438
N 1.19640 0.88420 1.45470
N 0.36181 0.02360 1.51279
O -0.84801 -1.22206 -1.91536
*
```

## Properties
gap between HOMO and LUMO = 9.07 eV
SMILES = N/N=C\CO
LUMO = 0.0268 hartree
HOMO = -8.34 eV

*Q*
The following is a quantum chemistry calculation of a single C2H6N2O molecule, from the Open Molecules 2025 dataset.

Geometry as ORCA input:
```
! RIJCOSX wB97M-V def2-TZVPD def2/J DEFGRID3
* xyz 0 1
C -2.03788 -0.00302 -0.26376
C -0.35014 -0.24752 0.00901
H -2.36061 0.70329 0.44089
H -2.06508 0.42024 -1.32168
H -2.47935 -1.06396 -0.33694
H -0.29692 -1.94720 1.33815
H 0.38513 1.72939 -0.10371
H 1.55805 -0.29134 0.50499
N 0.27309 -1.17561 0.64327
N 0.47198 0.80119 -0.39888
O 1.79643 0.57173 -0.08799
*
```

## Properties
gap between HOMO and LUMO = 9.58 eV
SMILES = [H]/N=C(\C)NO
LUMO = 0.0301 hartree
HOMO = -8.76 eV

Sorted by energy, starting with the most stable: *Q*, *P*.